[1]
The molecule C22H26N4O5 in a non-equilibrium geometry, computed with the ωB97M-V functional and the def2-TZVPD basis.

Positions of all 57 atoms, in Å:
C 2.695 2.736 4.320
C 3.851 1.830 3.920
O 3.397 0.722 3.141
C 3.205 0.931 1.835
O 3.437 1.974 1.282
C 2.701 -0.334 1.155
C 2.378 -0.083 -0.316
C 1.137 0.793 -0.465
N -0.001 0.188 0.217
C -1.240 0.566 -0.231
N -1.278 1.507 -1.156
C -2.461 1.944 -1.622
C -2.512 2.965 -2.590
C -3.726 3.449 -2.995
C -4.924 2.936 -2.470
C -4.906 1.926 -1.546
C -3.673 1.409 -1.116
N -3.620 0.344 -0.287
C -2.469 -0.087 0.136
C -2.559 -1.416 0.879
C -2.611 -1.238 2.310
N -2.706 -1.073 3.438
C -1.460 -2.370 0.423
O -0.723 -2.990 1.137
O -1.464 -2.425 -0.909
C -0.438 -3.181 -1.545
C 0.225 -2.306 -2.625
O 1.586 -2.595 -2.799
C 1.844 -3.807 -3.469
C 0.266 0.035 1.637
C 1.462 -0.883 1.866
H 2.256 3.192 3.435
H 3.058 3.523 4.975
H 1.931 2.164 4.841
H 4.591 2.392 3.341
H 4.323 1.384 4.797
H 3.512 -1.066 1.240
H 3.213 0.427 -0.797
H 2.220 -1.037 -0.820
H 0.881 0.910 -1.518
H 1.337 1.791 -0.057
H -1.583 3.359 -2.971
H -3.772 4.243 -3.726
H -5.865 3.346 -2.807
H -5.813 1.512 -1.133
H -3.523 -1.851 0.581
H 0.309 -3.470 -0.797
H -0.896 -4.080 -1.967
H -0.319 -2.399 -3.576
H 0.181 -1.265 -2.297
H 2.920 -3.845 -3.625
H 1.534 -4.675 -2.877
H 1.334 -3.836 -4.439
H -0.605 -0.365 2.153
H 0.483 1.026 2.068
H 1.644 -0.968 2.937
H 1.233 -1.877 1.483

Computed properties:
HOMO level	-8.373	eV
total charge	0
LUMO level	-0.17	eV
relative energy (zero: lowest compared OMol25 entry of this formula, charge and spin)	72.27	kcal/mol
gap between HOMO and LUMO	8.2	eV
structure (SMILES)	CCOC(=O)C1CCN(c2nc3ccccc3nc2[C@H](C#N)C(=O)OCCOC)CC1

Atom charges from the Mulliken analysis, given in e for atoms 1 to 6: number 1, C, carries -1.0903; number 2, C, carries -0.2582; number 3, O, carries -0.3312; number 4, C, carries 0.0900; number 5, O, carries -0.6143; number 6, C, carries 0.1599

[2]
A cluster of 2 separate species, C20H18Cl2N in total in a non-equilibrium geometry, computed with the ωB97M-V functional and the def2-TZVPD basis.

Positions of all 41 atoms, in Å:
Cl -4.328 3.847 1.922
C -3.618 2.397 1.355
C -3.434 1.319 2.234
C -2.823 0.156 1.779
C -2.347 0.061 0.444
C -1.640 -1.103 -0.009
C -1.301 -1.354 -1.446
C -0.643 -2.786 -1.457
C -0.786 -3.237 -0.039
C -1.380 -2.267 0.747
C -2.611 1.142 -0.443
C -3.215 2.308 0.013
H -3.780 1.405 3.260
H -2.717 -0.693 2.454
H -2.219 -1.348 -2.061
H -0.632 -0.586 -1.865
H -1.164 -3.458 -2.155
H 0.414 -2.727 -1.767
H -0.445 -4.204 0.325
H -1.606 -2.389 1.804
H -2.327 1.056 -1.495
H -3.379 3.146 -0.661
C 2.377 -2.493 1.143
C 2.282 -1.139 0.571
C 1.364 -0.115 0.801
C 1.794 1.032 0.057
C 2.944 0.620 -0.682
N 3.206 -0.697 -0.335
C 3.623 1.474 -1.534
C 3.151 2.787 -1.667
C 2.025 3.218 -0.928
Cl 1.477 4.832 -1.108
C 1.344 2.357 -0.053
H 1.600 -2.650 1.899
H 2.251 -3.250 0.354
H 3.364 -2.631 1.614
H 0.559 -0.135 1.521
H 3.998 -1.228 -0.687
H 4.495 1.135 -2.088
H 3.638 3.488 -2.338
H 0.493 2.711 0.524

Computed properties:
HOMO level	-10.603	eV
total charge	+1
LUMO level	-5.61	eV
relative energy (zero: lowest compared OMol25 entry of this formula, charge and spin)	0.00	kcal/mol
gap between HOMO and LUMO	5.0	eV

Atom charges from the Mulliken analysis, given in e for atoms 1 to 6: number 1, Cl, carries -0.1434; number 2, C, carries 0.4212; number 3, C, carries -0.9081; number 4, C, carries -0.3171; number 5, C, carries 0.8786; number 6, C, carries 0.9488

[3]
The ion C7H8NO2S with charge -1 in a non-equilibrium geometry, computed with the ωB97M-V functional and the def2-TZVPD basis.

Positions of all 19 atoms, in Å:
C -2.314 -0.948 -0.327
C -1.471 -2.007 -0.305
C -1.931 0.395 -0.277
C -0.059 -1.683 -0.189
C -0.576 0.690 -0.136
C 0.333 -0.409 0.010
C 0.069 2.013 0.102
N 2.561 0.868 1.203
O 2.793 -1.376 0.145
O 2.183 0.557 -1.410
S 2.163 -0.026 0.008
H -3.409 -1.115 -0.311
H -2.045 -2.974 -0.427
H -2.630 1.136 -0.442
H 0.627 -2.505 -0.338
H 1.092 2.027 -0.183
H -0.553 2.891 -0.245
H 0.338 2.170 1.149
H 2.829 0.296 1.975

Computed properties:
HOMO level (spin up / spin down)	-1.324 / -4.877	eV
2S+1	3
total charge	-1
LUMO level (spin up / spin down)	3.59 / 0.88	eV
relative energy (zero: lowest compared OMol25 entry of this formula, charge and spin)	58.36	kcal/mol
gap between HOMO and LUMO (spin up / spin down)	4.9 / 5.8	eV

Atom charges from the Mulliken analysis, given in e for atoms 1 to 6: number 1, C, carries -0.0528; number 2, C, carries -0.6957; number 3, C, carries -0.8975; number 4, C, carries -0.0579; number 5, C, carries 0.4484; number 6, C, carries 0.2145

[4]
A structure of composition C35H27Cl2F2InN7O2Si in a non-equilibrium geometry, computed with the ωB97M-V functional and the def2-TZVPD basis.

Positions of all 77 atoms, in Å:
In 0.660 -0.549 0.164
C 0.622 3.789 2.803
Si -0.118 2.068 2.564
C -1.857 2.038 3.103
C 0.780 0.787 3.587
N -0.170 1.499 0.821
C -0.321 2.495 -0.031
C -0.952 3.751 0.336
C -0.546 4.948 -0.206
C 0.286 4.940 -1.345
C 0.622 3.700 -1.929
C 0.095 2.521 -1.406
O -0.019 1.363 -2.132
C -0.773 1.321 -3.320
C -0.309 0.426 -4.278
C -0.883 0.433 -5.564
C -1.921 1.323 -5.847
C -2.461 2.218 -4.863
C -1.833 2.215 -3.622
H 1.130 3.779 3.802
H -0.111 4.637 2.922
H 1.384 4.055 2.082
H -2.085 2.827 3.770
H -1.983 1.107 3.703
H -2.530 2.025 2.202
H 1.851 1.061 3.728
H 0.981 -0.165 3.096
H 0.280 0.575 4.626
H -1.574 3.758 1.233
H -0.834 5.912 0.192
H 0.741 5.864 -1.721
H 1.177 3.741 -2.858
H 0.475 -0.265 -3.977
H -0.473 -0.220 -6.275
H -2.246 1.368 -6.881
H -3.142 2.993 -5.137
H -2.050 2.960 -2.848
Cl 1.457 -4.786 -2.979
C -0.042 -4.020 -2.611
C -1.210 -4.727 -2.911
C -2.475 -4.221 -2.588
Cl -3.838 -5.244 -2.771
C -2.572 -3.048 -1.795
C -3.743 -2.551 -1.199
C -3.727 -1.328 -0.492
C -2.569 -0.548 -0.544
N -1.386 -1.138 -0.919
C -1.354 -2.333 -1.434
C -0.056 -2.850 -1.834
O 1.068 -2.207 -1.487
H -1.144 -5.754 -3.370
H -4.721 -3.034 -1.340
H -4.612 -0.939 -0.020
H -2.439 0.497 -0.243
N -0.658 -1.924 1.848
C -0.888 -2.462 2.877
C -1.397 -2.933 4.119
C -2.030 -1.909 4.896
N -2.445 -0.927 5.377
C -1.437 -4.304 4.504
N -1.585 -5.424 4.845
N 6.571 0.746 2.792
C 5.797 -0.062 2.498
C 4.757 -1.067 2.280
C 5.136 -2.382 2.120
C 4.103 -3.235 1.750
C 2.799 -2.824 1.489
N 2.467 -1.474 1.638
C 3.423 -0.643 2.044
H 6.174 -2.753 2.186
H 4.339 -4.341 1.632
H 2.039 -3.507 1.161
H 3.274 0.416 2.161
F 3.625 -0.399 -1.013
C 2.466 0.298 -0.914
F 2.837 1.520 -0.344
H 2.101 0.523 -1.906

Computed properties:
HOMO level	-4.792	eV
total charge	-1
LUMO level	1.39	eV
relative energy (zero: lowest compared OMol25 entry of this formula, charge and spin)	65.60	kcal/mol
gap between HOMO and LUMO	6.2	eV

Atom charges from the Mulliken analysis, given in e for atoms 1 to 6: number 1, In, carries 1.6454; number 2, C, carries -1.1928; number 3, Si, carries 0.4183; number 4, C, carries -0.9747; number 5, C, carries -0.6198; number 6, N, carries 0.5984

Which molecular weight belongs to each record? In order, 426.473 343.277 170.213 829.454 g/mol.